1.
8
Properties=species:S:1:pos:R:3:forces:R:3 method="wB97M-V/def2-TZVPD" max_force_ev_per_a=3.890 spin_multiplicity=1 de_lowest_kcal_mol=31.9
C -0.6085 0.6502 -0.0006 -0.2350 -0.1244 0.9957
C -0.5381 -0.8193 0.1501 -2.8443 2.2138 -1.4625
N -1.7944 1.1111 -0.0141 -0.0005 1.2751 0.7108
O -1.6193 -1.4069 -0.0079 0.0360 0.2467 0.8620
O -4.1609 -0.1259 0.5048 -0.8930 0.0752 1.4446
P -3.0224 0.1168 -0.3553 -0.2708 -1.4836 -2.6648
H 0.1435 1.4062 -0.0904 1.1619 -0.4044 -0.0539
H 0.3196 -1.3482 0.1596 3.0456 -1.7984 0.1682

2.
12
Properties=species:S:1:pos:R:3:forces:R:3 method="wB97M-V/def2-TZVPD" max_force_ev_per_a=4.576 spin_multiplicity=1 de_lowest_kcal_mol=52.7
C -2.5994 -1.2967 -0.2738 0.2481 1.4908 1.5280
C -2.7644 1.0665 -0.1293 -0.0279 0.4440 0.0903
C -0.2116 0.0090 -0.3003 -2.8746 -1.4729 2.8202
C -2.1671 -0.1122 0.3728 4.2496 0.6845 -1.5522
N -2.9624 -2.1163 -0.9523 -0.9405 -2.6041 -1.7549
N -3.1120 2.0883 -0.4943 -0.5324 0.9133 -0.4222
N -1.8657 -0.0951 1.7402 -1.3116 -0.8054 1.1774
N -0.6815 -0.1438 2.0725 -0.2761 0.2744 0.2345
N 0.2004 -0.0157 1.0962 1.5697 0.5191 -1.3640
H 0.0017 -0.9260 -0.7372 -0.0344 -1.1413 -0.6954
H -0.0367 0.7889 -0.9974 0.1042 1.3467 0.2401
H 1.0914 -0.4113 1.3820 -0.1740 0.3509 -0.3018

3.
119
Properties=species:S:1:pos:R:3:forces:R:3 method="wB97M-V/def2-TZVPD" max_force_ev_per_a=0.817 spin_multiplicity=1 total_charge=+2 de_lowest_kcal_mol=11.6
Ti -1.1616 0.9878 0.3842 0.1966 -0.7829 -0.1243
N -2.3687 1.7868 2.0237 0.0634 0.0258 0.0697
C -3.7690 1.3907 1.9218 0.0309 -0.0049 0.0114
C -4.7084 1.8232 2.8122 -0.0057 0.0099 0.0159
C -6.0537 1.4278 2.6731 -0.0092 0.0102 0.0027
C -6.4247 0.6150 1.6413 -0.0231 -0.0079 0.0056
C -5.4658 0.1572 0.7085 -0.0097 0.0037 -0.0455
C -5.7968 -0.6760 -0.3839 0.0153 0.0138 -0.0008
C -4.8139 -1.0790 -1.2403 -0.0222 -0.0382 -0.0022
C -3.4951 -0.6658 -1.0070 0.0191 -0.0252 -0.0042
N -3.1344 0.1113 -0.0065 -0.2589 0.2291 0.1467
C -4.1193 0.5451 0.8527 0.0819 -0.0746 0.0016
H -2.0244 1.5592 2.9556 -0.0101 -0.0105 0.0333
H -2.2952 2.8000 1.9399 0.0052 0.0101 0.0048
H -4.4218 2.4753 3.6291 -0.0023 -0.0039 -0.0052
H -6.7859 1.7785 3.3870 0.0067 -0.0039 -0.0067
H -7.4568 0.3111 1.5210 0.0114 0.0019 0.0022
H -6.8259 -0.9810 -0.5289 0.0086 -0.0005 0.0009
H -5.0244 -1.7117 -2.0908 -0.0012 -0.0042 0.0066
H -2.7088 -0.9906 -1.6714 0.0500 -0.0200 -0.0371
C -0.5849 4.4298 1.5692 0.0205 0.0183 0.0234
C 0.2250 4.8934 0.3598 -0.0144 -0.0118 -0.0074
C 1.6702 4.3988 0.4629 -0.0168 0.0030 0.0061
C -0.3527 4.6140 -1.0214 0.0197 -0.0296 0.0519
C -0.2275 5.6593 -1.9311 0.0209 0.0126 -0.0251
C -0.6348 5.5396 -3.2451 0.0015 0.0035 0.0022
C -1.1973 4.3504 -3.6684 0.0032 0.0069 -0.0170
C -1.3627 3.2752 -2.8056 -0.0440 -0.0632 -0.0055
C -2.0769 2.0590 -3.3636 -0.0132 -0.0017 0.0264
C -1.2994 0.7482 -3.2613 0.0025 0.0031 -0.0196
C -3.5084 1.9942 -2.8209 0.0151 0.0087 -0.0280
C -0.9323 3.4048 -1.4684 0.1982 0.1370 0.0876
N -1.0651 2.3204 -0.5802 -0.1973 0.2120 -0.3571
H -0.3088 5.0181 2.4450 -0.0082 0.0063 -0.0045
H -0.3612 3.3877 1.8112 -0.0023 0.0143 -0.0216
H -1.6585 4.5649 1.4032 0.0121 0.0120 -0.0062
H 0.2613 5.9817 0.4271 -0.0048 0.0116 -0.0060
H 1.6995 3.3123 0.3676 -0.0058 0.0590 0.0064
H 2.1062 4.6723 1.4264 -0.0037 0.0037 -0.0123
H 2.2890 4.8288 -0.3252 0.0001 -0.0071 0.0072
H 0.2082 6.5919 -1.5932 -0.0013 -0.0081 0.0028
H -0.5218 6.3677 -3.9318 -0.0020 -0.0054 0.0099
H -1.5304 4.2516 -4.6942 -0.0008 -0.0069 0.0044
H -2.1659 2.2442 -4.4361 -0.0041 0.0111 -0.0090
H -1.1466 0.4058 -2.2329 -0.0041 -0.0064 0.0221
H -0.3133 0.8499 -3.7184 -0.0036 -0.0084 0.0039
H -1.8303 -0.0436 -3.7942 0.0091 -0.0058 0.0008
H -3.5254 1.9741 -1.7314 -0.0014 -0.0034 0.0075
H -4.0360 1.1166 -3.2014 0.0083 0.0082 -0.0019
H -4.0621 2.8781 -3.1377 -0.0046 -0.0072 0.0021
C -0.6716 -3.0824 -2.5653 0.0378 -0.0230 -0.0049
C -1.0364 -3.8317 -1.2817 -0.0081 0.0004 0.0158
C -0.2678 -5.1493 -1.2565 -0.0234 0.0010 -0.0393
C -2.5275 -4.1634 -1.2699 0.0406 0.0042 -0.0031
Sb -0.4923 -2.4576 0.3678 0.0415 -0.0203 -0.0329
C -1.6789 -2.8881 2.1777 -0.0072 0.0167 -0.0165
C -3.1718 -2.9763 1.8605 -0.0013 0.0417 0.0040
C -1.2587 -4.1482 2.9271 -0.0146 0.0137 0.0057
C -1.4528 -1.6592 3.0649 0.0535 -0.0486 0.0424
C 1.5489 -3.1211 0.9126 -0.0222 0.0196 0.0280
C 1.9670 -2.3520 2.1659 0.0443 -0.0533 -0.0213
C 2.4563 -2.7142 -0.2481 0.0083 -0.0261 -0.0066
C 1.7329 -4.6159 1.1868 0.0298 -0.0179 -0.0112
H -0.8798 -3.7228 -3.4283 0.0066 0.0077 0.0085
H 0.3890 -2.8204 -2.6007 -0.0174 -0.0046 -0.0067
H -1.2402 -2.1618 -2.6979 -0.0598 0.0592 0.0147
H -0.6415 -5.7772 -2.0723 0.0003 0.0037 0.0095
H -0.4100 -5.7007 -0.3269 -0.0010 0.0022 -0.0178
H 0.7993 -5.0102 -1.4247 -0.0613 -0.0033 -0.0347
H -2.7866 -4.6405 -2.2210 -0.0021 0.0108 0.0149
H -3.1714 -3.2944 -1.1477 -0.0324 0.0623 -0.0039
H -2.7692 -4.8732 -0.4802 -0.0124 -0.0115 0.0359
H -3.4296 -3.9002 1.3501 -0.0055 -0.0355 -0.0373
H -3.5283 -2.1387 1.2562 0.0231 -0.0333 0.0063
H -3.7306 -2.9615 2.8029 0.0027 -0.0009 -0.0123
H -1.3481 -5.0409 2.3063 -0.0008 -0.0058 -0.0043
H -1.9179 -4.2842 3.7912 0.0097 -0.0057 -0.0086
H -0.2394 -4.0914 3.3056 -0.0051 0.0013 0.0034
H -1.8602 -0.7613 2.5818 -0.0115 0.0391 -0.0159
H -0.3976 -1.4907 3.2975 -0.0780 0.0154 -0.0085
H -1.9878 -1.7811 4.0128 0.0049 0.0072 -0.0088
H 1.8301 -1.2781 2.0574 -0.0028 0.0425 -0.0088
H 3.0302 -2.5351 2.3573 -0.0139 0.0022 -0.0008
H 1.4249 -2.6790 3.0537 0.0122 -0.0036 -0.0087
H 2.4179 -1.6378 -0.4253 0.0057 0.0535 -0.0113
H 2.1973 -3.2214 -1.1796 0.0090 0.0032 0.0207
H 3.4915 -2.9809 -0.0062 -0.0140 0.0144 -0.0114
H 1.0001 -5.0247 1.8785 0.0150 0.0079 -0.0048
H 2.7191 -4.7518 1.6431 -0.0063 0.0023 0.0017
H 1.7182 -5.2152 0.2814 0.0365 0.0389 0.1031
C 7.0173 -1.2572 -2.2451 0.0034 0.0022 -0.0120
C 7.3821 0.1894 -1.9522 -0.0023 0.0024 -0.0115
S 6.8097 0.7623 -0.3757 -0.0330 -0.0184 0.0238
O 7.1747 2.1427 -0.2191 -0.0027 -0.0235 0.0015
O 7.1402 -0.2085 0.6329 0.0056 0.0214 -0.0180
C 5.0038 0.7390 -0.5003 -0.0045 -0.0209 0.0148
C 4.5346 1.2686 0.8443 -0.0220 0.0119 -0.0649
N 3.0767 1.1614 1.1190 0.0579 -0.0425 0.0153
C 2.0405 0.9686 0.2777 0.0154 0.0223 0.0124
N 0.8969 0.8883 0.9678 -0.1559 0.2630 0.2443
C 1.2008 1.0799 2.2887 -0.0312 -0.0547 -0.0254
C 2.5347 1.2555 2.3869 0.0368 -0.0348 -0.0551
N 3.2468 1.5050 3.6227 0.0053 0.0302 0.0188
O 4.4229 1.7795 3.5639 -0.0232 0.0033 0.0223
O 2.5657 1.4353 4.6231 0.0172 -0.0154 -0.0225
C 2.0569 0.9814 -1.2119 0.0132 -0.0055 0.0388
H 7.5057 -1.5745 -3.1650 0.0000 0.0070 0.0016
H 5.9427 -1.3873 -2.3850 0.0071 0.0063 0.0054
H 7.3494 -1.9082 -1.4385 -0.0005 0.0042 0.0006
H 7.0127 0.8993 -2.6936 -0.0032 -0.0132 0.0009
H 8.4628 0.3316 -1.8725 -0.0049 -0.0087 0.0026
H 4.7074 -0.2978 -0.6632 -0.0146 0.0074 0.0049
H 4.7276 1.3662 -1.3454 0.0032 0.0143 0.0030
H 4.8251 2.3095 0.9706 -0.0156 0.0217 -0.0175
H 5.0316 0.6981 1.6242 0.0050 0.0102 0.0128
H 0.4842 1.0637 3.0922 0.0100 -0.0189 0.0158
H 2.7369 0.2542 -1.6425 0.0345 -0.0417 0.0060
H 2.3274 1.9747 -1.5756 0.0113 -0.0056 -0.0013
H 1.0529 0.7594 -1.5668 -0.0179 0.0048 -0.0111

4.
42
Properties=species:S:1:pos:R:3:forces:R:3 method="wB97M-V/def2-TZVPD" max_force_ev_per_a=7.806 spin_multiplicity=1 total_charge=+1 de_lowest_kcal_mol=77.8
Rb -0.7193 2.1156 0.2952 -0.0288 -0.0679 -0.0437
C -4.4638 -0.3370 -4.0197 -1.1416 -0.2862 -1.5049
O -3.3636 -0.1563 -3.6525 4.4905 1.3296 2.4782
N -5.2888 0.6115 -4.4082 -1.9902 3.2144 -0.3845
N -4.9129 -1.5334 -4.2622 -1.9255 -4.7782 -0.4902
H -5.0791 1.5484 -4.0947 -0.0851 -0.1967 -0.3495
H -6.1797 0.4498 -4.8558 0.2842 0.0059 0.3045
H -4.4186 -2.3549 -3.9445 0.2272 0.4692 -0.1025
H -5.8532 -1.7364 -4.5702 0.1821 0.2923 0.1421
C -0.5811 5.6348 4.8984 -3.7497 -0.9768 -0.9639
O -1.4008 4.8292 4.4315 1.6111 -1.5202 -0.3650
N -1.0997 6.7172 5.3830 -0.7643 3.5096 1.5959
N 0.7200 5.6067 4.9749 2.4108 -1.8824 -0.8597
H -0.4385 7.4473 5.6064 -1.0712 0.3755 0.5345
H -2.0891 6.6923 5.5845 0.3644 0.5902 -0.0897
H 1.2505 6.4079 5.2859 0.2228 -0.7088 -0.1893
H 1.0592 4.7532 4.5546 1.0404 0.5496 0.2221
C 3.6193 1.9214 -4.1060 -6.5110 -0.5161 1.4025
O 2.7673 2.6090 -3.5137 0.5431 -0.1940 -0.3606
N 4.8298 2.1652 -4.2307 7.4903 2.1900 -0.1955
N 3.2952 0.7607 -4.6905 -1.9909 -1.7330 -0.3800
H 5.2160 3.0125 -3.8393 0.0901 -0.3097 -0.0867
H 5.4227 1.3856 -4.4772 0.3657 0.7264 0.0024
H 3.9529 0.1049 -5.0874 -0.3572 0.2084 0.1114
H 2.3496 0.4844 -4.4679 0.2883 -0.4025 -0.3883
C 1.7226 -2.9795 0.2434 0.9352 -0.5417 0.2716
C 1.0350 -3.9876 1.2256 -0.3364 0.6370 -1.2900
C -0.4439 -3.4888 1.3979 1.1050 -0.7374 0.7958
O -0.5095 -2.2948 2.1732 1.1933 0.0712 0.2049
C -0.0277 -2.4266 3.5323 -1.4371 0.6267 0.2583
N 1.0888 -5.3653 0.6628 -1.0294 0.7951 -0.1088
H 1.1739 -2.8294 -0.6863 -0.3201 -0.4803 0.0565
H 2.7066 -3.3570 -0.0347 0.0560 -0.3365 -0.1706
H 1.9877 -1.9663 0.5457 -0.5180 -0.0287 0.8868
H 1.5126 -4.1752 2.1872 0.1946 1.4590 0.1874
H -1.0330 -4.2565 1.8995 -0.1776 -0.2499 -0.0559
H -0.8684 -3.2885 0.4142 -0.0269 0.0692 0.1258
H -0.9256 -2.5476 4.1382 -0.0141 -0.5117 0.2536
H 0.3580 -1.4777 3.9049 0.3056 0.1652 -0.5683
H 0.6969 -3.1964 3.7981 -0.0994 -0.1228 -0.6436
H 0.9173 -5.9261 1.4851 0.0549 -0.7228 -0.3090
H 2.0145 -5.5767 0.3186 0.1190 0.0196 0.0658

5.
96
Properties=species:S:1:pos:R:3:forces:R:3 method="wB97M-V/def2-TZVPD" max_force_ev_per_a=1.829 spin_multiplicity=1 total_charge=+1 de_lowest_kcal_mol=0.0
C -1.1170 -1.3996 2.0106 -0.0265 -0.2299 -0.0404
Si 0.4757 -0.5487 1.5537 -0.0023 0.5893 -0.1409
C 1.4415 -0.1551 3.0937 0.2148 -0.1252 0.2149
C 1.4922 -1.5105 0.3266 0.0293 -0.3582 0.0435
O 0.0297 0.8331 0.7323 -0.1491 0.0999 -0.2721
C 0.3756 2.1991 0.8208 -0.6635 -0.2051 0.2141
C -0.2602 2.7986 2.0947 0.2868 0.3856 -0.3759
C -1.3401 2.1508 2.6967 0.2981 -0.1079 0.4056
C -1.7821 2.5602 3.9561 0.0857 0.2166 -0.3920
C -1.2480 3.7155 4.5304 0.0016 -0.0317 0.0902
C -0.3187 4.4870 3.8265 -0.0396 -0.0711 -0.2367
C 0.1691 4.0374 2.5953 -0.2812 -0.3348 0.3235
C 1.8978 2.3183 0.7199 -0.0020 -0.5013 0.4811
C 2.7141 2.7182 1.7814 0.3457 0.0825 -0.3340
C 4.1066 2.7134 1.6362 -0.2467 0.0024 -0.0371
C 4.6855 2.2793 0.4457 0.0374 0.0089 -0.2126
C 3.8740 1.7865 -0.5851 -0.2418 0.1058 0.3762
C 2.4867 1.7664 -0.4222 0.5106 0.0799 -0.1509
C -0.3296 2.9302 -0.3405 -0.3086 1.1308 0.4166
C -1.8525 2.7250 -0.3354 0.3098 -0.5170 0.1679
C -2.2778 3.0596 -1.7591 -0.2797 0.3666 0.0024
C -1.0033 2.9771 -2.6048 -0.0328 0.2012 -0.2517
N 0.0664 2.6063 -1.6877 0.2889 -0.5861 -0.3403
H -0.8954 -2.3901 2.4302 -0.1370 0.1303 -0.0795
H -1.6801 -0.8337 2.7628 0.1570 -0.1272 -0.1105
H -1.7592 -1.5316 1.1310 0.0924 -0.0281 0.1455
H 1.5150 -1.0776 3.6899 0.0530 0.2378 -0.0494
H 2.4587 0.1859 2.8649 -0.1697 -0.0976 0.0662
H 0.9529 0.6093 3.7118 0.0476 -0.1686 -0.1243
H 1.8200 -2.4578 0.7787 -0.0050 0.1298 -0.2422
H 0.8927 -1.7316 -0.5677 0.1397 -0.0119 0.1888
H 2.3799 -0.9462 0.0104 -0.1898 -0.1267 0.1573
H -1.8178 1.3082 2.1932 0.3799 0.1636 0.3137
H -2.5426 1.9629 4.4587 0.1196 0.3206 -0.0246
H -1.5673 4.0191 5.5269 0.0476 -0.0031 -0.2667
H 0.0454 5.4339 4.2302 -0.1542 -0.3133 -0.0333
H 0.9082 4.6209 2.0383 -0.2439 -0.1861 0.3033
H 2.2764 3.0124 2.7331 0.1830 -0.0467 -0.2975
H 4.7230 3.0494 2.4713 -0.0882 -0.1389 -0.2820
H 5.7706 2.3015 0.3236 -0.3032 -0.0461 0.0699
H 4.3068 1.3930 -1.5067 0.0159 0.0019 0.2930
H 1.8454 1.2805 -1.1611 0.2671 0.2322 0.2261
H -0.1232 4.0094 -0.1727 -0.1414 -0.1713 0.2105
H -2.0585 1.6646 -0.1353 0.1043 0.2612 0.0522
H -2.3315 3.3220 0.4467 0.0085 -0.0822 -0.3234
H -3.0389 2.3661 -2.1184 -0.0238 0.1678 0.0003
H -2.6792 4.0753 -1.8001 -0.0931 -0.1318 -0.0917
H -1.0987 2.2112 -3.3848 -0.0824 0.1461 0.0318
H -0.8052 3.9472 -3.1022 -0.1396 -0.2377 0.1229
H 0.9731 2.9922 -1.9297 -0.4450 0.1134 0.2438
C 7.6063 8.8704 -2.9447 -0.0662 -0.2582 0.1286
O 7.3624 7.5386 -2.4425 -1.0044 -0.2376 -0.5227
C 6.1944 6.9278 -2.7706 0.2421 0.4097 -0.0177
C 6.0317 5.6038 -2.3029 -0.0310 0.3003 -0.0956
C 4.8759 4.9118 -2.5848 0.1472 -0.0172 -0.0108
C 3.8189 5.4944 -3.3322 -0.0430 0.0826 -0.1691
C 2.6446 4.7162 -3.7135 -0.0179 0.2676 0.1397
C 2.7288 3.3041 -3.7349 -0.1928 -0.3848 0.1415
C 1.6583 2.4620 -3.9818 0.8693 0.6110 -1.4883
C 1.8063 1.1270 -4.5142 0.1778 -0.8866 0.2021
C 0.7010 0.5009 -5.1436 0.3072 0.3029 0.0774
C 0.8774 -0.6561 -5.8943 0.1495 -0.1809 0.0526
C 2.1461 -1.2467 -6.0004 -0.1723 0.5287 0.1084
C 3.2368 -0.6695 -5.3354 -0.0459 0.0849 0.2615
C 3.0686 0.4805 -4.5660 -0.3279 -0.0596 -0.3701
C 1.4143 5.4038 -4.1328 -0.1078 0.0350 -0.0806
C 0.9504 6.5145 -3.3888 0.1912 -0.0369 0.0069
C -0.2217 7.1589 -3.7081 -0.3556 -0.0322 -0.4574
C -0.9416 6.7843 -4.8665 -0.2988 -0.1039 -0.1716
O -2.0918 7.4699 -5.1128 0.8068 -0.4057 -0.2610
C -2.7715 7.2900 -6.3779 0.2011 -0.0536 0.3705
C -0.4607 5.7268 -5.6723 -0.2950 0.2882 0.2768
C 0.6614 5.0155 -5.2665 0.2155 0.1024 0.0620
C 4.0048 6.8283 -3.7821 -0.0666 -0.0815 -0.0186
C 5.1662 7.5382 -3.5302 0.3231 -0.1625 0.3323
H 8.5769 9.1263 -2.5192 -0.1983 0.1339 -0.1658
H 7.6526 8.8777 -4.0444 0.0032 -0.0606 0.3450
H 6.8316 9.5690 -2.5956 0.2746 -0.2000 -0.0454
H 6.8432 5.1640 -1.7251 -0.2490 0.0669 -0.1150
H 4.7821 3.8962 -2.2048 -0.0460 0.2462 -0.0060
H 3.7158 2.8607 -3.6083 -0.3023 0.1921 -0.1283
H 0.6814 2.9125 -4.1103 0.1203 -0.2061 0.3031
H -0.2855 0.9678 -5.0665 0.3428 -0.1696 -0.0903
H 0.0255 -1.1010 -6.4109 0.2565 0.1159 0.1906
H 2.2897 -2.1348 -6.6170 -0.0637 0.2468 0.2163
H 4.2284 -1.1170 -5.4258 -0.3358 0.0903 0.0974
H 3.9194 0.9099 -4.0336 -0.2207 -0.1993 -0.2680
H 1.5293 6.8593 -2.5324 -0.1927 -0.1733 -0.1138
H -0.6056 7.9750 -3.1020 0.0845 -0.1313 -0.1080
H -3.6294 7.9598 -6.3079 0.1222 -0.1836 -0.1307
H -2.1314 7.5835 -7.2234 -0.1143 -0.0763 0.3096
H -3.1076 6.2508 -6.5014 0.0538 0.2878 0.0674
H -0.9814 5.4607 -6.5955 0.2321 0.0133 0.3999
H 0.9840 4.1650 -5.8702 0.0465 0.3704 0.0880
H 3.2311 7.3140 -4.3746 0.1559 -0.1996 0.0846
H 5.2857 8.5574 -3.9066 -0.1088 -0.4645 0.1206

6.
13
Properties=species:S:1:pos:R:3:forces:R:3 method="wB97M-V/def2-TZVPD" max_force_ev_per_a=3.990 spin_multiplicity=1 de_lowest_kcal_mol=36.8
C 0.3360 0.1034 0.9991 -0.3060 1.0825 -2.1499
C -0.2973 -0.4683 -0.2346 1.6164 0.7566 0.1599
H 1.1556 -0.0675 2.9387 -1.9580 -1.4039 -2.5221
H 0.5552 -1.5505 2.0308 0.1360 1.3350 0.8140
H 0.8541 2.1354 -1.1196 0.4521 0.4867 0.4892
H -1.8967 0.3307 -2.6440 -0.5123 0.0825 0.0137
H -0.6047 -2.3126 0.2431 -0.4228 0.6991 -0.0133
N 0.4800 -0.5198 2.1843 1.6390 -1.0304 2.0358
N 0.6996 1.2844 0.7325 -0.0720 2.5172 -0.8417
N 0.1299 1.7043 -0.5602 0.7689 -0.6172 1.1195
N -0.0688 0.4619 -1.2411 -0.5715 0.1498 0.5219
N -0.7478 -1.5832 -0.4621 -1.2662 -3.7170 -0.7084
S -0.5950 0.4820 -2.8670 0.4963 -0.3410 1.0815